ORCA calculation (ωB97M-V with the def2-TZVPD basis set) on C49H58AsBN7O2Re as an isolated structure.

**2S+1**: 4
**E_HOMO (spin up / spin down)**: -15.17 / -15.15 eV
**Largest force on an atom**: 0.081 hartree/bohr
**Frontier orbital gap (spin up / spin down)**: 0.205 / 0.178 Ha
**Energy**: -4773.69842 Ha
**LUMO energy (spin up / spin down)**: -9.577 / -10.306 eV
**Net charge**: +3
**<S²>**: 3.78

Each line ends with the Mulliken spin population.
Atoms and positions in Å:
Re  -13.3661  -18.1221  -2.5636  2.42
C  -14.6096  -23.3395  -1.9477  0.00
C  -14.4087  -21.9749  -1.4060  0.03
C  -14.0233  -21.5439  -0.1559  0.02
C  -14.1028  -20.1421  -0.1386  0.05
N  -14.3183  -19.7329  -1.4572  0.01
N  -14.5913  -20.9054  -2.1845  -0.02
B  -14.6284  -20.8467  -3.7266  0.06
N  -13.1896  -20.6333  -4.2112  -0.01
N  -12.4270  -19.4421  -3.9385  0.04
C  -11.5578  -19.3087  -5.0221  0.01
C  -11.8501  -20.3131  -5.9640  0.01
C  -12.7542  -21.1885  -5.3377  0.02
C  -13.0479  -22.6108  -5.6777  0.00
C  -10.3278  -18.4963  -5.2508  0.01
C  -10.1046  -18.0064  -6.5666  0.00
C  -8.9019  -17.4081  -6.8869  0.00
C  -7.9068  -17.3472  -5.9166  0.00
C  -8.0301  -17.9346  -4.6599  0.00
C  -9.2554  -18.4630  -4.3086  0.01
N  -15.5045  -19.5902  -4.0208  0.00
N  -15.0499  -18.2776  -3.8148  0.07
C  -16.0795  -17.4070  -3.9989  -0.02
C  -17.2490  -18.1607  -4.0970  0.02
C  -16.8486  -19.4975  -4.0858  0.03
C  -17.7728  -20.6698  -4.1255  0.00
C  -15.9840  -16.0791  -4.5535  0.03
C  -17.2138  -15.3832  -4.8148  0.00
C  -17.2524  -14.3886  -5.8197  0.00
C  -16.0277  -14.0235  -6.3916  0.01
C  -14.8143  -14.6167  -6.1145  0.00
C  -14.8058  -15.6866  -5.2278  0.01
C  -14.2802  -19.4869  1.1586  0.00
C  -13.2061  -19.5786  2.0865  0.00
C  -13.3898  -19.2461  3.4161  0.00
C  -14.6847  -18.9074  3.8419  0.00
C  -15.8060  -18.8380  2.9722  0.00
C  -15.5700  -19.1855  1.6523  0.01
H  -15.0258  -23.9365  -1.1371  0.00
H  -13.6226  -23.7706  -2.2280  0.00
H  -15.2913  -23.3311  -2.8034  0.00
H  -13.7116  -22.0804  0.7200  0.00
H  -15.1493  -21.7999  -4.2364  0.00
H  -11.3936  -20.3941  -6.9606  0.00
H  -12.3719  -22.9740  -6.4608  0.00
H  -14.0668  -22.6866  -6.1001  0.00
H  -12.9945  -23.2582  -4.7965  0.00
H  -10.9255  -18.1202  -7.2634  0.00
H  -8.7780  -16.9574  -7.8954  0.00
H  -6.9627  -16.8348  -6.1401  0.00
H  -7.1690  -18.0627  -4.0050  0.00
H  -9.3761  -18.8663  -3.2931  0.00
H  -18.2235  -17.7786  -4.2577  0.00
H  -18.7968  -20.3021  -4.3735  0.00
H  -17.8805  -21.0671  -3.0880  0.00
H  -17.4538  -21.4395  -4.8284  0.00
H  -18.1160  -15.7073  -4.2951  0.00
H  -18.1894  -13.9071  -6.1024  0.00
H  -16.0085  -13.2070  -7.1284  0.00
H  -13.9340  -14.2433  -6.6504  0.00
H  -13.8782  -16.2026  -5.0275  0.03
H  -12.2485  -19.9420  1.6820  0.00
H  -12.5898  -19.2569  4.1422  0.00
H  -14.8265  -18.7690  4.9173  0.00
H  -16.7736  -18.5562  3.3356  0.00
H  -16.3938  -19.1456  0.9811  0.00
O  -16.3430  -12.9429  -1.7709  0.00
C  -17.0393  -13.7037  -0.7567  0.00
C  -16.0952  -14.6261  0.0507  0.01
C  -15.4344  -15.7289  -0.7344  0.10
C  -14.1709  -16.2630  -0.1109  -0.09
C  -13.6603  -15.8226  1.1223  -0.01
C  -12.2965  -16.0480  1.4525  0.02
C  -11.5372  -16.9670  0.7511  -0.01
C  -12.0992  -17.4897  -0.4015  0.14
N  -13.3839  -17.1770  -0.8228  -0.02
H  -17.0234  -12.4666  -2.2951  0.00
H  -17.7828  -14.3370  -1.1964  0.00
H  -17.5813  -13.0379  -0.0644  0.00
H  -16.6727  -15.0388  0.8923  0.00
H  -15.3516  -13.9277  0.4079  0.00
H  -15.2456  -15.3935  -1.7804  -0.04
H  -16.1386  -16.6011  -0.8823  0.02
H  -14.3705  -15.3005  1.7645  0.00
H  -11.8911  -15.5025  2.2960  -0.01
H  -10.5301  -17.2558  1.0755  0.00
H  -11.5226  -18.1302  -1.1044  -0.08
C  -10.1610  -15.8471  -2.2040  0.00
As  -12.0078  -15.9340  -2.8856  0.09
C  -12.7420  -14.4032  -1.8241  0.00
C  -11.6268  -14.8719  -4.6240  0.00
C  -10.6871  -13.6981  -4.6188  0.00
C  -11.1054  -12.3803  -4.3346  0.00
C  -10.2278  -11.2796  -4.4456  0.00
C  -8.9872  -11.4853  -5.0495  0.01
C  -8.5123  -12.7950  -5.2688  0.00
C  -9.3413  -13.8869  -5.0274  0.01
H  -9.5174  -15.4431  -2.9757  0.00
H  -9.8711  -16.8709  -1.9689  0.00
H  -10.0762  -15.2425  -1.2873  0.00
H  -12.3681  -13.4907  -2.2360  0.00
H  -12.3734  -14.4683  -0.8037  0.00
H  -13.8163  -14.4270  -1.8677  0.01
H  -12.6166  -14.6213  -5.0490  0.01
H  -11.1180  -15.6463  -5.2314  0.01
H  -12.1476  -12.2250  -4.0193  0.00
H  -10.4714  -10.2854  -4.0680  0.00
H  -8.3518  -10.6496  -5.3688  0.00
H  -7.5152  -12.9570  -5.7066  0.00
H  -8.9503  -14.8917  -5.0303  0.00
C  -8.3027  -22.1493  0.1822  0.00
C  -9.4179  -22.4565  -0.8205  0.00
O  -9.2779  -21.6596  -1.9854  0.00
H  -8.4713  -22.8269  1.0734  0.00
H  -8.3746  -21.1002  0.5064  0.00
H  -7.2916  -22.3782  -0.2365  0.00
H  -10.4004  -22.3067  -0.3865  0.00
H  -9.3996  -23.5450  -1.0809  0.00
H  -10.0763  -21.7941  -2.5566  0.00

ORCA calculation (ωB97M-V with the def2-TZVPD basis set) on C49H58AsCdCl3N5O4Si as an isolated structure.

**ΔE to the lowest compared entry with this formula, charge and spin**: 0.0000 eV
**2S+1**: 1
**E_HOMO**: -5.28 eV
**Largest force on an atom**: 0.063 hartree/bohr
**Frontier orbital gap**: 0.258 Ha
**Energy**: -6550.54867 Ha
**LUMO energy**: 1.734 eV
**Net charge**: -1

Each line ends with the Löwdin charge.
Atoms and positions in Å:
Cd  -0.2778  -1.1981  0.2698  1.23
C  5.7592  -1.2456  2.4245  -0.07
C  4.8824  -0.2156  3.1890  -0.37
C  5.4813  0.0064  4.5858  -0.07
C  4.6329  1.1026  2.4960  -0.14
C  5.6957  1.8515  2.0171  -0.05
C  5.5078  3.1483  1.5881  -0.12
C  4.2780  3.7149  1.6456  -0.10
C  3.1779  3.0440  2.1006  -0.14
C  1.9354  3.8659  2.4094  -0.38
C  1.5206  4.7767  1.2712  -0.08
C  2.0943  4.6903  3.6846  -0.06
C  3.3208  1.6612  2.4108  -0.18
N  2.1979  0.8190  2.4319  0.05
C  1.5536  0.8486  3.6603  -0.46
O  2.0415  1.4510  4.6287  -0.01
C  0.3697  -0.0444  3.8943  -0.19
C  0.2214  -0.3940  5.2457  0.00
C  -0.8115  -1.2599  5.5920  -0.04
C  -1.6985  -1.6594  4.5834  0.00
C  -1.5501  -1.1712  3.2662  -0.21
N  -0.5038  -0.3803  2.9608  0.13
C  -2.6583  -1.4650  2.3224  -0.54
O  -3.7195  -1.9220  2.7917  -0.01
N  -2.4647  -1.0808  1.0589  0.00
C  -3.6132  -1.0272  0.2459  -0.19
C  -4.5054  0.0610  0.3908  -0.14
C  -5.6532  0.1461  -0.3656  -0.07
C  -5.9693  -0.8657  -1.2201  -0.11
C  -5.1570  -1.9623  -1.3581  -0.04
C  -3.9626  -2.0615  -0.6158  -0.14
C  -3.2329  -3.3863  -0.5235  -0.35
C  -3.9806  -4.3058  0.5277  -0.05
C  -3.1215  -4.1176  -1.8666  -0.09
C  -4.3217  1.0797  1.5053  -0.34
C  -5.4264  0.7886  2.5882  -0.06
C  -4.3809  2.5418  0.9907  -0.07
H  5.8008  -2.2182  2.9200  0.07
H  6.8008  -0.8941  2.4152  0.06
H  5.4079  -1.3909  1.4027  0.07
H  3.8897  -0.6316  3.3346  0.11
H  6.4943  0.4000  4.6042  0.07
H  5.4757  -0.9584  5.1447  0.08
H  4.8987  0.7143  5.2080  0.08
H  6.6698  1.3316  1.9966  0.11
H  6.3358  3.7683  1.2047  0.10
H  4.1946  4.7444  1.2838  0.11
H  1.1394  3.1530  2.6026  0.11
H  2.2376  5.5610  1.1629  0.05
H  0.5357  5.1945  1.4433  0.08
H  1.5219  4.2833  0.2954  0.07
H  2.9068  5.4165  3.5719  0.08
H  2.3361  4.0099  4.4902  0.06
H  1.1418  5.1597  3.9877  0.08
H  1.0255  -0.0719  5.9351  0.12
H  -0.8897  -1.5969  6.6261  0.10
H  -2.4853  -2.3684  4.7507  0.10
H  -6.3179  1.0086  -0.2771  0.11
H  -6.9057  -0.8029  -1.7812  0.10
H  -5.4155  -2.7791  -2.0227  0.10
H  -2.2174  -3.2769  -0.1201  0.05
H  -4.9071  -4.7014  0.0992  0.07
H  -4.2862  -3.7106  1.3940  0.06
H  -3.3822  -5.1075  0.9295  0.04
H  -4.0462  -4.6536  -2.1629  0.08
H  -2.8392  -3.4406  -2.6737  0.06
H  -2.3158  -4.8544  -1.8762  0.05
H  -3.3816  0.9331  2.0236  0.10
H  -6.4325  1.1072  2.2488  0.07
H  -5.2766  1.3689  3.5024  0.06
H  -5.3592  -0.2722  2.8834  0.07
H  -5.2812  2.7123  0.4151  0.05
H  -3.5494  2.6929  0.3113  0.04
H  -4.2849  3.2968  1.7809  0.08
O  2.1569  -0.7661  0.2556  -0.25
H  2.1569  -0.1052  1.0261  -0.01
H  2.6780  -1.4886  0.6405  -0.06
N  -1.2912  2.0747  -0.3986  -0.04
N  -0.6444  1.2574  0.5952  -0.10
H  -0.6591  2.7099  -0.9025  0.07
H  -1.5889  1.4103  -1.0929  0.02
H  -1.2589  1.2074  1.4241  0.05
H  0.2727  1.6098  0.8989  0.05
Cl  0.7325  -4.6997  -0.8799  0.16
Si  0.5210  -3.5809  0.8513  -0.73
Cl  2.4405  -3.5980  1.7664  0.15
Cl  -0.6755  -4.6202  2.1405  0.23
O  -0.4760  -0.4333  -1.8443  -0.61
As  0.1985  -0.4623  -3.4039  1.28
C  1.2788  1.1297  -3.6040  -0.31
C  2.0930  1.3939  -2.4899  -0.10
C  2.8358  2.5759  -2.4302  -0.06
C  2.8857  3.4133  -3.5474  -0.07
C  2.1394  3.0935  -4.7056  -0.08
C  1.2690  2.0095  -4.6963  -0.10
C  1.3253  -2.1021  -3.7446  -0.25
C  0.8254  -3.2971  -4.2743  -0.13
C  1.6422  -4.3830  -4.5941  -0.09
C  3.0197  -4.2404  -4.4721  -0.08
C  3.5436  -3.0716  -3.9163  -0.08
C  2.7067  -2.0616  -3.4700  -0.09
C  -1.4152  -0.1427  -4.5095  -0.28
C  -1.9500  -1.2011  -5.2609  -0.09
C  -3.1928  -1.0393  -5.8858  -0.09
C  -3.8489  0.1758  -5.9079  -0.08
C  -3.2912  1.2439  -5.1815  -0.07
C  -2.1132  1.0563  -4.4453  -0.10
H  2.1383  0.7002  -1.6566  0.07
H  3.3989  2.8488  -1.5112  0.12
H  3.5566  4.2822  -3.5748  0.11
H  2.1629  3.7289  -5.5989  0.10
H  0.5514  1.8035  -5.4856  0.10
H  -0.2379  -3.3857  -4.5133  0.08
H  1.2000  -5.2900  -4.9832  0.11
H  3.7454  -5.0307  -4.7361  0.11
H  4.6288  -2.9111  -3.7387  0.12
H  3.0709  -1.2142  -2.8910  0.10
H  -1.4015  -2.1404  -5.3636  0.08
H  -3.6427  -1.8440  -6.4315  0.10
H  -4.8256  0.3639  -6.4102  0.12
H  -3.7872  2.2325  -5.1636  0.11
H  -1.7754  1.8266  -3.7647  0.10

Question: largest force on an atom of number 2 (C49H58AsCdCl3N5O4Si)?
Answer: 0.063 hartree/bohr